Density functional theory data (wB97M-V/def2-TZVPD) for a single C9H11NOS2 molecule at a distorted geometry.

ORCA input file:
```
! wB97M-V def2-TZVPD RIJCOSX def2/J DEFGRID3
* xyz 0 1
C 2.6362 0.8357 2.1081
C 3.3241 0.0343 3.0060
C 1.6697 -1.1048 2.2907
C 1.5560 0.0540 1.6801
C -2.8229 -0.3060 -1.3470
C -0.6379 -1.1635 -1.7223
C 0.6952 0.3220 0.5735
C -4.1033 0.1297 -2.0151
C 1.1985 1.3319 -0.4876
N -1.9062 -0.7520 -2.1531
O 2.6942 -1.1335 3.1409
S -2.5604 -0.1640 0.3778
S -0.3007 -1.0379 0.1783
H 2.6893 1.8935 1.7761
H 4.3039 0.0388 3.5697
H 1.0865 -2.0762 2.0594
H -0.3418 -2.1489 -1.9849
H -0.0317 -0.4585 -2.3116
H -4.9112 0.0678 -1.3389
H -4.1885 -0.3368 -2.9854
H -3.8190 1.1855 -2.1660
H 0.4002 1.3193 -1.2535
H 2.1569 1.1564 -0.8740
H 1.2130 2.3134 -0.1213
*
```

Max |F| (eV/Å): 4.96
Kohn-Sham gap (alpha / beta) (eV): 6.799 / 6.628
Energy relative to the best compared isomer or geometry (same formula, charge and spin) (kJ/mol): 455.1
DFT total energy (eV): -34715.233

***

Density functional theory data (wB97M-V/def2-TZVPD) for a molecular structure, C15H20I2MnN3O at a distorted geometry.

ORCA input file:
```
! wB97M-V def2-TZVPD RIJCOSX def2/J DEFGRID3
* xyz -2 5
C -2.6412 -0.0006 -0.5625
I -2.8766 1.4074 -2.8379
H -3.6234 0.1277 -0.0738
H -2.8171 -0.6016 -1.4800
H -2.1629 0.9964 -0.6645
C -0.7326 -2.6158 -3.2520
C -0.5973 -1.9086 -1.1146
N -0.2623 -1.6213 -2.4133
H -1.7668 -4.5006 -2.7234
I 1.8455 -2.5673 1.1898
N -1.1525 -3.1398 -1.1573
H -0.6109 -2.5729 -4.3168
Mn 0.2396 -0.9537 0.3066
C -1.7006 -0.8340 0.3528
O -2.1196 -1.3672 1.3844
C -1.2991 -3.5634 -2.4705
C -1.4889 -3.9773 -0.0143
H -1.5254 -5.0123 -0.3673
H -2.4713 -3.7082 0.3964
H -0.7205 -3.8880 0.7691
C 0.5920 -0.5335 -2.8624
H 1.0120 -0.8027 -3.8361
H 1.4140 -0.3668 -2.1468
H 0.0020 0.3875 -2.9689
C 0.3668 0.5017 3.3998
C 1.0555 1.6246 2.6904
C 1.6559 2.6395 3.4111
C 2.2875 3.7097 2.7735
C 2.2753 3.8085 1.3827
C 1.6888 2.8293 0.6115
C 1.6599 2.9201 -0.8804
C 1.1275 1.6747 1.2578
N 0.6783 0.6870 0.5064
H 0.3177 0.7369 4.4711
H 0.9042 -0.4533 3.2883
H -0.6578 0.3502 3.0342
H 1.6209 2.5739 4.5000
H 2.7791 4.4770 3.3687
H 2.7307 4.6675 0.8771
H 1.6719 3.9743 -1.1833
H 2.5371 2.4466 -1.3442
H 0.7646 2.4482 -1.3017
*
```

Max |F| (eV/Å): 4.43
Kohn-Sham gap (alpha / beta) (eV): 4.033 / 4.812
DFT total energy (eV): -69917.651

***

Density functional theory data (wB97M-V/def2-TZVPD) for a molecular structure, C16H30FeO10 at a distorted geometry.

ORCA input file:
```
! wB97M-V def2-TZVPD RIJCOSX def2/J DEFGRID3
* xyz 0 5
Fe 0.2545 -0.5716 -0.4300
C 1.0576 -2.0514 -1.9454
O 0.4205 -1.1340 -2.4640
O 0.3315 -2.5346 -1.0517
O 1.9176 -1.5159 -1.2960
C -3.5318 -0.8836 -2.3355
C -2.9893 -0.8089 -0.9245
O -1.8806 -0.4614 -0.6460
C -3.9750 -1.0968 0.1881
H -4.2603 -1.6939 -2.3093
H -2.7334 -1.1200 -3.0389
H -4.1053 -0.0191 -2.6699
H -4.2362 -2.1530 0.1218
H -4.8766 -0.4843 0.1994
H -3.6124 -0.9993 1.2114
O -0.3899 -1.0838 1.6725
C -0.5299 -1.7259 2.6802
O -1.0399 -2.9640 2.6467
C -1.0793 -3.6884 1.4906
C -1.8437 -4.9333 1.7120
C -0.3340 -1.1184 4.0877
H -0.1147 -3.8711 1.0170
H -1.6759 -3.1739 0.7374
H -1.9069 -5.4573 0.7583
H -2.8951 -4.7484 1.9322
H -1.4277 -5.5658 2.4962
H 0.4205 -1.6481 4.6693
H -1.3299 -1.1869 4.5254
H 0.0671 -0.1079 4.0089
O 1.7104 0.4571 0.6766
C 2.6981 0.6492 1.3392
O 3.0865 1.8267 1.8509
C 2.4484 3.0908 1.3454
C 1.5777 3.6549 2.4911
C 3.6670 -0.4501 1.6670
H 1.6824 2.8848 0.5978
H 3.2472 3.7311 0.9710
H 1.0525 4.5391 2.1300
H 2.2685 4.0850 3.2163
H 0.8873 2.9247 2.9133
H 3.7198 -1.1616 0.8429
H 3.2810 -1.0130 2.5169
H 4.6665 -0.0538 1.8463
O -0.2044 1.5791 -1.2374
C -0.3777 2.3180 -2.2262
O 0.6144 2.7516 -3.0950
C 1.8072 2.0582 -2.9526
C 2.9747 2.5066 -3.8271
C -1.6734 2.8093 -2.6387
H 1.5270 1.0050 -2.9720
H 2.1344 2.1863 -1.9208
H 3.7409 1.7346 -3.8995
H 3.3763 3.4550 -3.4703
H 2.5318 2.6570 -4.8116
H -2.4693 2.2469 -2.1505
H -1.9193 2.4332 -3.6317
H -1.7573 3.8958 -2.6152
*
```

Max |F| (eV/Å): 14.73
Kohn-Sham gap (alpha / beta) (eV): 6.126 / 6.017
Energy relative to the best compared isomer or geometry (same formula, charge and spin) (kJ/mol): 268.7
DFT total energy (eV): -71935.488

***

Density functional theory data (wB97M-V/def2-TZVPD) for 6 unconnected molecules or ions with the total composition C18H36O18 at a distorted geometry.

ORCA input file:
```
! wB97M-V def2-TZVPD RIJCOSX def2/J DEFGRID3
* xyz 0 1
C 3.3671 1.1528 0.9363
O 3.3750 -0.1350 0.3294
C 4.4521 -0.8929 0.4455
O 5.5289 -0.5028 0.8161
O 4.1271 -2.1251 0.0801
C 5.1409 -3.1144 0.2293
H 2.5022 1.6420 0.4903
H 4.2389 1.7721 0.7559
H 3.0933 1.0814 1.9871
H 6.0457 -2.8365 -0.3057
H 4.7469 -4.0744 -0.0895
H 5.3809 -3.2080 1.2915
C -2.3151 -2.9525 2.5375
O -0.9135 -2.8284 2.6950
C -0.4585 -1.6540 3.1464
O -1.1208 -0.6949 3.3762
O 0.8622 -1.7017 3.3633
C 1.5968 -2.8498 2.9375
H -2.5942 -4.0043 2.5977
H -2.5999 -2.7833 1.4873
H -2.8520 -2.2407 3.1548
H 1.1136 -3.4616 2.1851
H 1.8047 -3.5167 3.7762
H 2.5365 -2.4320 2.5835
C -2.1502 1.6237 -3.8301
O -2.6571 2.0355 -2.5714
C -3.8327 1.5463 -2.2005
O -4.4632 0.7125 -2.7661
O -4.2429 2.1316 -1.0656
C -3.4386 3.1566 -0.4778
H -2.7964 2.0861 -4.5815
H -2.0601 0.5488 -3.9634
H -1.1603 2.0346 -4.0245
H -3.6965 3.2556 0.5708
H -3.7334 4.0755 -0.9923
H -2.3705 3.0094 -0.6029
C -0.6175 2.9856 1.9676
O -0.3888 4.3294 2.3850
C -1.3165 5.2388 2.1974
O -2.4436 5.0214 1.8030
O -0.8070 6.4283 2.4091
C -1.6614 7.5256 2.2236
H -1.4795 2.5691 2.4921
H 0.2685 2.3664 1.9852
H -0.9872 3.0775 0.9419
H -1.8615 7.7193 1.1658
H -1.2680 8.4703 2.5920
H -2.6526 7.4163 2.6644
C 1.2797 -5.0154 -4.8066
O 0.8002 -5.0832 -3.4930
C 0.9425 -4.0109 -2.7150
O 1.3897 -2.9458 -3.0274
O 0.5924 -4.3650 -1.4866
C 0.7100 -3.3537 -0.5028
H 0.6861 -5.6313 -5.4851
H 2.3185 -5.3303 -4.8909
H 1.1500 -4.0305 -5.2653
H 0.7476 -2.3652 -0.9613
H 1.6406 -3.3204 0.0701
H -0.1071 -3.4882 0.1989
C -2.4726 0.1661 0.8924
O -1.8503 -0.0257 -0.3770
C -0.5824 0.2383 -0.5368
O 0.1648 0.7422 0.2607
O -0.2635 -0.0967 -1.7998
C 1.1112 0.0217 -2.1498
H -2.3594 -0.7592 1.4576
H -3.5350 0.3050 0.7161
H -2.0352 0.9898 1.4473
H 1.7266 -0.7080 -1.6320
H 1.4462 1.0131 -1.8186
H 1.2576 0.0503 -3.2244
*
```

Max |F| (eV/Å): 2.21
Kohn-Sham gap (eV): 11.116
Energy relative to the best compared isomer or geometry (same formula, charge and spin) (kJ/mol): 118.7
DFT total energy (eV): -56103.676
SMILES: COC(=O)OC.COC(=O)OC.COC(=O)OC.COC(=O)OC.COC(=O)OC.COC(=O)OC

***

Density functional theory data (wB97M-V/def2-TZVPD) for a molecular structure, C19H49AsBN2O4P2S at a distorted geometry.

ORCA input file:
```
! wB97M-V def2-TZVPD RIJCOSX def2/J DEFGRID3
* xyz -1 1
C -0.6241 -2.8497 5.1140
C -1.2955 -2.2798 3.7881
C -0.6939 -2.9216 2.4848
C -1.7808 -3.2132 1.3813
C -1.5521 -4.5457 0.5810
C -0.8553 -4.2437 -0.8085
C 0.6734 -4.6596 -0.7796
C 1.3824 -4.1149 -2.0704
C 2.2058 -2.7955 -1.8314
C 1.3540 -1.6302 -1.1980
C 2.2187 -0.4734 -0.5869
C 2.4909 0.7295 -1.5479
C 1.1724 1.5139 -1.9572
As 0.5534 2.7081 -0.3909
C -0.7857 3.7331 -1.5293
C -1.2217 3.1193 -2.9045
C -2.1027 1.8371 -2.8194
S -2.4382 1.2684 -4.5506
N -0.6706 1.3771 0.2192
C -2.0162 1.7061 0.6129
C -2.7570 0.3061 0.9280
C -3.5768 -0.2621 -0.2752
P 2.1918 4.2596 -1.0540
P 3.9676 4.0736 0.2094
O 5.0919 3.2559 -0.4050
O 4.5718 5.6513 0.3662
O 3.5752 3.6152 1.7684
B 0.2570 3.9402 1.2679
N 0.1940 3.3382 2.6318
O 0.1008 5.3540 1.1100
H -1.3056 -3.5960 5.5780
H -0.4391 -2.0433 5.8555
H 0.3387 -3.3377 4.8429
H -1.1237 -1.1796 3.8207
H -2.3923 -2.4761 3.8604
H 0.0211 -2.1674 2.0735
H -0.1145 -3.8464 2.7255
H -2.7926 -3.1894 1.8556
H -1.7454 -2.3812 0.6480
H -0.9408 -5.2884 1.1340
H -2.5623 -4.9550 0.3432
H -0.8997 -3.1670 -1.0794
H -1.3734 -4.8095 -1.6222
H 1.1231 -4.1803 0.1213
H 0.7281 -5.7633 -0.6772
H 2.1133 -4.8963 -2.3962
H 0.6006 -3.9975 -2.8542
H 3.1331 -2.9680 -1.2429
H 2.4809 -2.4380 -2.8567
H 0.6206 -1.3112 -1.9693
H 0.7461 -2.0526 -0.3553
H 1.7055 -0.1444 0.3475
H 3.2023 -0.8997 -0.2606
H 3.2253 1.4042 -1.0564
H 2.9446 0.3329 -2.4927
H 1.4679 2.1127 -2.8473
H 0.4277 0.7208 -2.1772
H 1.6785 1.9845 0.4718
H -0.2831 4.7015 -1.7912
H -1.6999 4.0649 -0.9727
H -0.4038 3.0460 -3.6584
H -1.9046 3.8912 -3.3616
H -1.7301 1.0512 -2.1396
H -3.0918 2.1620 -2.4104
H -2.7474 -0.0741 -4.4849
H -0.2104 0.7432 0.8637
H -2.1655 2.2569 1.5846
H -2.6809 2.1877 -0.1284
H -1.9842 -0.3826 1.3272
H -3.4892 0.4693 1.7645
H -4.2233 -1.0957 0.0824
H -4.1152 0.5009 -0.8678
H -2.8464 -0.7416 -0.9790
H 2.7362 3.9803 -2.3581
H 5.4537 5.5545 0.7484
H 3.0413 2.8056 1.7591
H 0.1251 2.3241 2.5637
H 1.0760 3.5448 3.1059
H 0.6448 5.7456 1.8080
*
```

Max |F| (eV/Å): 3.25
Kohn-Sham gap (eV): 6.579
DFT total energy (eV): -122596.655

***

Density functional theory data (wB97M-V/def2-TZVPD) for a single C4H8O molecule.

ORCA input file:
```
! wB97M-V def2-TZVPD RIJCOSX def2/J DEFGRID3
* xyz 0 1
O 2.0663 -0.8608 0.1497
C 1.2643 0.2824 0.3608
C 0.0334 0.2882 -0.5106
C -1.2838 0.7408 0.0446
C -1.0505 -0.7183 -0.2147
H 1.4737 -1.5768 -0.1041
H 1.8994 1.1451 0.1364
H 0.9639 0.3637 1.4185
H 0.2175 0.4945 -1.5628
H -1.3098 1.0688 1.0807
H -1.9624 1.2784 -0.6095
H -0.9199 -1.3684 0.6467
H -1.5630 -1.1824 -1.0510
*
```

Max |F| (eV/Å): 0.44
Kohn-Sham gap (eV): 11.324
Energy relative to the best compared isomer or geometry (same formula, charge and spin) (kJ/mol): 101.5
DFT total energy (eV): -6324.116
SMILES: OCC1CC1